# C10H24ClN2O4

A structure of composition C10H24ClN2O4 (wB97M-V/def2-TZVPD, the Open Molecules 2025 dataset).

Its net charge is -1. The value obtained for the LUMO energy is 3.230 eV. Its spin multiplicity is 1. Its HOMO energy is -5.241 eV.

Geometry as XYZ:
```
41
C10H24ClN2O4, DFT wB97M-V/def2-TZVPD
Cl 13.4968 -20.2369 -0.3907
C 13.2952 -19.1265 2.8693
O 13.7284 -20.4384 3.3255
C 13.8449 -21.3910 2.2614
C 14.7491 -22.5954 2.6921
O 14.9142 -23.4849 1.6128
C 15.7817 -23.1101 0.5212
H 12.7863 -18.6311 3.6962
H 12.5318 -19.3388 2.1208
H 14.1020 -18.5358 2.4355
H 14.3523 -20.9093 1.4255
H 12.8295 -21.6616 1.9718
H 14.0960 -22.9287 3.4986
H 15.7028 -22.2551 3.0954
H 16.6583 -22.6151 0.9390
H 15.3314 -22.3088 -0.0647
H 16.0055 -23.9355 -0.1546
C 12.7585 -22.7229 -3.0638
C 12.6753 -23.4687 -1.7492
O 12.6116 -24.6876 -1.8117
N 12.6927 -22.6750 -0.6530
C 12.5947 -23.2173 0.7056
H 13.5238 -23.2125 -3.6660
H 12.8240 -21.6349 -3.0604
H 11.9263 -22.9236 -3.7385
H 12.8761 -21.6859 -0.7432
H 12.5614 -24.3058 0.6587
H 11.7310 -22.7295 1.1573
H 13.4187 -22.8337 1.3072
C 13.1064 -16.9359 -2.3177
C 11.9746 -16.9575 -1.2610
O 10.9168 -16.2932 -1.3567
N 12.1773 -17.8677 -0.2333
C 11.1695 -17.9295 0.8278
H 12.8551 -16.1413 -3.0203
H 13.2326 -17.9400 -2.7228
H 13.9601 -16.5309 -1.7744
H 12.9751 -18.4866 -0.2128
H 10.2497 -18.1675 0.2936
H 11.1576 -16.9874 1.3759
H 11.2960 -18.7202 1.5674
```

Atomic partial charges in e from the Mulliken method, atoms 1 to 8: Cl -0.761; C 0.059; O -0.515; C -0.269; C -0.896; O -0.347; C -0.538; H 0.373